Record 1
{
  "formula": "C6H9N",
  "method": "ωB97M-V/def2-TZVPD",
  "relative_energy_ev": 3.1767,
  "homo_ev": -9.31,
  "orbital_gap_ha": 0.3772,
  "smiles": "CC#CC[C@H]1CN1",
  "largest_force_ev_per_a": 0.7,
  "symbols": ["C", "C", "C", "C", "C", "C", "N", "H", "H", "H", "H", "H", "H", "H", "H", "H"],
  "xyz": [[2.212084, 0.961214, 1.873542], [1.498643, 0.124074, 0.926785], [1.062488, -0.724650, 0.191921], [0.041847, -1.355070, -0.629627], [-1.198818, -0.593806, -0.208412], [-1.437108, 0.732928, -0.786069], [-2.244336, -0.424263, -1.213655], [2.068544, 2.028729, 1.686333], [3.263547, 0.699850, 1.749361], [1.877327, 0.702698, 2.880497], [-0.042836, -2.432119, -0.470971], [0.221045, -1.137637, -1.685027], [-1.533735, -0.827857, 0.811701], [-0.783176, 1.136702, -1.570619], [-1.904767, 1.513227, -0.193590], [-3.112975, -0.391394, -0.696623]],
  "forces_ev_per_angstrom": [[0.091, -0.164, -0.082], [0.259, -0.570, -0.195], [0.174, 0.528, 0.323], [-0.116, 0.341, -0.023], [-0.286, -0.678, -0.075], [0.027, 0.534, -0.291], [-0.232, 0.010, 0.156], [0.027, -0.162, 0.065], [0.135, 0.312, 0.349], [0.200, 0.226, 0.028], [-0.025, 0.092, -0.083], [0.000, -0.281, -0.023], [0.229, 0.387, -0.365], [-0.097, -0.359, 0.426], [-0.034, -0.173, 0.056], [-0.352, -0.043, -0.266]],
  "nbo_charge": [-0.68, -0.01, -0.02, -0.48, -0.06, -0.27, -0.59, 0.23, 0.24, 0.23, 0.23, 0.24, 0.20, 0.20, 0.20, 0.34]
}



Record 2
{
  "formula": "C18H26CoN3O3S4",
  "method": "ωB97M-V/def2-TZVPD",
  "multiplicity": 4,
  "relative_energy_ev": 0.2700,
  "homo_ev": [-11.47, -11.48],
  "orbital_gap_ha": [0.3479, 0.3110],
  "largest_force_ev_per_a": 0.9,
  "s2": 3.757,
  "total_charge": 1,
  "symbols": ["Co", "C", "C", "S", "C", "C", "S", "C", "C", "S", "C", "C", "S", "H", "H", "H", "H", "H", "H", "H", "H", "H", "H", "H", "H", "H", "H", "H", "H", "O", "C", "N", "C", "O", "C", "C", "C", "C", "C", "C", "H", "H", "H", "H", "C", "N", "C", "N", "O", "H", "H", "H", "H", "H", "H"],
  "xyz": [[-0.385287, -0.261810, -0.182185], [0.553341, -3.667790, -1.022737], [1.999304, -3.366429, -0.661182], [2.321155, -1.589084, -0.811778], [3.982180, -1.569894, -0.060567], [4.518205, -0.139064, 0.155393], [3.287282, 1.192528, 0.233197], [2.791768, 1.152073, 1.969143], [2.200050, -0.155043, 2.475272], [0.441411, -0.444128, 2.084421], [0.439626, -2.267591, 2.263567], [-0.642272, -3.004596, 1.479987], [-0.777930, -2.650935, -0.294007], [0.309012, -4.698383, -0.766929], [0.389298, -3.535972, -2.093193], [2.659323, -3.907779, -1.339608], [2.227247, -3.678797, 0.358977], [4.646988, -2.114009, -0.730203], [3.929077, -2.123679, 0.877250], [5.154011, 0.153117, -0.677590], [5.123859, -0.095060, 1.060418], [2.089256, 1.981335, 2.070420], [3.670170, 1.384517, 2.570767], [2.248578, -0.152892, 3.564168], [2.755378, -1.013448, 2.108785], [0.299128, -2.470766, 3.324003], [1.432557, -2.602752, 1.970973], [-1.636459, -2.774314, 1.857440], [-0.477552, -4.078381, 1.577519], [-3.324033, -1.538008, 0.770331], [-3.356972, -0.350945, 0.528635], [-2.249223, 0.442953, 0.229247], [-2.677170, 1.756504, 0.171344], [-1.953836, 2.727871, 0.026167], [-4.155799, 1.806541, 0.350903], [-5.044435, 2.859144, 0.312025], [-6.392799, 2.558166, 0.494112], [-6.814975, 1.251161, 0.715407], [-5.902486, 0.197844, 0.757942], [-4.575394, 0.509931, 0.565637], [-4.705998, 3.873429, 0.142334], [-7.126405, 3.354659, 0.460324], [-7.869891, 1.051510, 0.856151], [-6.220320, -0.823342, 0.926520], [2.404732, 2.832115, -3.787696], [1.745205, 1.689956, -3.186272], [0.923310, 1.756821, -2.129720], [0.660050, 2.944205, -1.597643], [0.456663, 0.663731, -1.688365], [3.057709, 2.482861, -4.581814], [3.014279, 3.369330, -3.057513], [1.681475, 3.521991, -4.225322], [1.973143, 0.761465, -3.491380], [0.984190, 3.789886, -2.032248], [-0.079724, 3.009245, -0.890828]],
  "forces_ev_per_angstrom": [[-0.264, 0.466, 0.095], [-0.078, 0.240, -0.010], [0.049, 0.260, -0.006], [0.146, -0.049, 0.046], [-0.105, 0.084, -0.105], [-0.303, -0.012, -0.050], [0.000, -0.024, -0.062], [-0.069, -0.042, -0.219], [-0.142, 0.039, 0.144], [-0.054, -0.062, 0.119], [0.026, 0.133, -0.034], [-0.025, 0.174, -0.038], [0.030, -0.207, -0.017], [-0.014, -0.028, -0.072], [0.038, -0.078, -0.009], [-0.042, -0.114, 0.033], [-0.001, -0.072, -0.022], [0.091, -0.018, 0.074], [0.056, -0.007, 0.023], [0.042, -0.057, -0.024], [0.078, -0.036, -0.034], [0.016, -0.006, 0.129], [-0.024, 0.034, 0.080], [0.018, -0.071, 0.028], [0.048, 0.044, 0.000], [0.042, -0.092, 0.029], [-0.007, -0.012, -0.002], [-0.035, 0.019, 0.023], [-0.035, -0.011, 0.044], [0.274, -0.306, -0.061], [0.071, 0.080, 0.114], [-0.059, -0.210, -0.135], [0.357, 0.287, 0.018], [0.387, -0.054, -0.220], [-0.018, -0.071, -0.040], [0.001, 0.092, 0.002], [0.036, 0.096, -0.010], [0.020, -0.098, 0.022], [-0.132, -0.058, 0.029], [0.081, 0.026, -0.071], [-0.017, -0.031, 0.005], [0.031, -0.042, 0.016], [0.033, 0.005, -0.011], [0.007, 0.035, -0.001], [-0.007, 0.050, 0.030], [0.110, 0.166, -0.027], [0.096, -0.890, -0.101], [-0.587, 0.261, 0.670], [-0.222, 0.394, -0.073], [-0.016, -0.007, 0.000], [0.029, -0.020, -0.002], [-0.012, 0.000, -0.038], [-0.029, -0.095, -0.003], [-0.013, -0.015, 0.023], [0.099, -0.089, -0.297]],
  "nbo_charge": [1.38, -0.54, -0.55, 0.19, -0.53, -0.55, 0.22, -0.55, -0.52, 0.20, -0.52, -0.56, 0.24, 0.24, 0.25, 0.24, 0.21, 0.23, 0.20, 0.25, 0.23, 0.25, 0.24, 0.24, 0.22, 0.25, 0.21, 0.28, 0.24, -0.61, 0.67, -0.86, 0.68, -0.64, -0.15, -0.16, -0.19, -0.19, -0.19, -0.08, 0.23, 0.23, 0.23, 0.24, -0.43, -0.59, 0.82, -0.81, -0.83, 0.23, 0.20, 0.21, 0.42, 0.41, 0.46]
}



Record 3
{
  "formula": "C3H8S2",
  "method": "ωB97M-V/def2-TZVPD",
  "relative_energy_ev": 1.0942,
  "homo_ev": -8.65,
  "orbital_gap_ha": 0.3506,
  "smiles": "CSCCS",
  "largest_force_ev_per_a": 3.2,
  "symbols": ["C", "S", "C", "C", "S", "H", "H", "H", "H", "H", "H", "H", "H"],
  "xyz": [[0.745046, 2.035297, -1.038727], [1.148838, 0.630247, 0.045382], [-0.626204, -0.104759, 0.014651], [-0.626922, -1.574845, 0.618299], [0.016673, -1.732566, 2.287685], [0.091011, 1.844158, -1.849003], [0.316253, 2.890940, -0.642905], [1.786191, 2.333422, -1.360833], [-1.437268, 0.486289, 0.477426], [-0.879561, -0.280466, -1.081723], [0.102664, -2.121653, -0.002983], [-1.662886, -1.921081, 0.518465], [1.026171, -2.484984, 2.014261]],
  "forces_ev_per_angstrom": [[3.076, -0.623, -0.363], [-2.876, -0.067, -0.179], [0.743, -1.498, -0.485], [0.691, 1.438, -1.331], [-1.339, 0.973, 0.931], [-0.168, -0.986, -1.151], [-0.696, 1.494, 1.815], [-1.276, -0.113, -0.245], [0.802, 0.161, -0.084], [0.294, 0.537, 1.274], [-0.820, -0.124, 0.076], [0.444, -0.355, 0.130], [1.124, -0.837, -0.386]],
  "nbo_charge": [-0.74, 0.17, -0.49, -0.55, -0.02, 0.21, 0.21, 0.22, 0.21, 0.21, 0.23, 0.22, 0.12]
}